ORCA calculation (ωB97M-V/def2-TZVPD) on C38H35ClIrN6O5P as an isolated structure in a non-equilibrium geometry.

Positions of all 87 atoms, in Å:
Ir1 0.229 -0.319 -1.310
N1 -2.454 -0.599 -2.906
P1 -1.121 0.424 -3.153
C1 -1.988 1.883 -3.876
C2 -2.744 1.633 -5.025
C3 -3.441 2.666 -5.628
C4 -3.389 3.945 -5.100
C5 -2.631 4.196 -3.970
C6 -1.918 3.170 -3.366
C7 -0.300 -0.210 -4.655
C8 0.625 0.627 -5.275
C9 1.464 0.116 -6.250
C10 1.356 -1.222 -6.631
C11 0.420 -2.051 -6.034
C12 -0.427 -1.551 -5.059
C13 -2.643 -1.467 -1.860
C14 -3.806 -2.249 -1.789
C15 -3.955 -3.142 -0.753
C16 -2.941 -3.252 0.199
C17 -1.844 -2.427 0.083
N2 -1.706 -1.551 -0.912
H1 -3.235 -0.529 -3.550
H2 -2.774 0.647 -5.468
H3 -4.010 2.470 -6.524
H4 -3.923 4.752 -5.580
H5 -2.582 5.191 -3.555
H6 -1.314 3.399 -2.504
H7 0.710 1.661 -4.970
H8 2.210 0.751 -6.705
H9 1.992 -1.607 -7.414
H10 0.328 -3.082 -6.339
H11 -1.170 -2.193 -4.614
H12 -4.569 -2.142 -2.544
H13 -4.844 -3.749 -0.679
H14 -3.014 -3.952 1.014
H15 -1.049 -2.458 0.814
O1 2.803 -5.579 -1.948
C18 3.049 -5.134 -0.762
O2 3.636 -5.750 0.093
C19 2.580 -3.749 -0.396
C20 2.885 -3.179 0.843
Cl1 3.847 -3.937 2.008
N3 2.331 -1.922 0.877
N4 1.673 -1.693 -0.286
C21 1.826 -2.779 -1.061
C22 1.225 -2.782 -2.430
O3 1.394 -3.718 -3.188
O4 0.552 -1.728 -2.687
C23 2.459 -0.953 1.856
C24 2.055 0.440 1.480
C25 2.615 1.469 2.410
C26 3.158 1.142 3.604
C27 3.251 -0.209 4.005
C28 2.932 -1.227 3.123
H16 2.302 -4.980 -2.572
H17 2.399 0.656 0.456
H18 2.561 2.494 2.075
H19 3.546 1.902 4.262
H20 3.623 -0.460 4.985
H21 3.093 -2.248 3.427
C29 1.030 -0.209 6.794
C30 -0.193 0.575 6.283
N5 0.071 1.365 5.110
C31 0.475 2.728 5.319
C32 -0.661 3.646 5.801
C33 0.050 0.702 3.906
O5 0.014 -0.520 3.877
C34 0.010 1.436 2.623
C35 -0.571 2.650 2.392
C36 -0.722 3.096 1.070
C37 -0.449 2.232 0.019
N6 0.026 1.006 0.152
C38 0.457 0.579 1.461
H22 0.755 -0.703 7.722
H23 1.865 0.462 6.987
H24 1.316 -0.966 6.070
H25 -0.539 1.245 7.070
H26 -0.966 -0.159 6.033
H27 0.920 3.115 4.403
H28 1.239 2.737 6.105
H29 -1.552 3.552 5.186
H30 -0.312 4.675 5.761
H31 -0.944 3.429 6.827
H32 -0.941 3.267 3.194
H33 -1.120 4.079 0.873
H34 -0.660 2.554 -0.991
H35 0.068 -0.431 1.662

gap between HOMO and LUMO (alpha / beta) = 4.91 / 4.93 eV
spin multiplicity = 2
total charge = +3